Entry 1:
The following is a DFT calculation (ωB97M-V/def2-TZVPD) of a 6-piece molecular cluster, BrH10O5 overall.

Results
Gap between HOMO and LUMO   8.8 eV
Highest occupied orbital energy   -5.486 eV
ΔE to the lowest compared entry with this formula, charge and spin   4.17 kcal/mol
Net charge   -1
Calculated total energy   -80445.955 eV
LUMO   3.348 eV

Last column: Mulliken charge in e.
Positions of all 16 atoms, in Å:
1 Br 0.086 0.032 0.272  -0.894
2 O 2.318 2.806 0.121  -0.613
3 O 1.198 -2.984 1.581  -0.627
4 O 1.217 0.837 -2.982  -0.618
5 O -1.917 -2.516 -0.584  -0.624
6 O -2.889 1.011 1.718  -0.613
7 H 1.138 -3.411 0.722  0.295
8 H -2.525 -1.845 -0.258  0.312
9 H 1.402 1.779 -2.939  0.301
10 H 2.098 3.629 -0.328  0.291
11 H 0.942 0.602 -2.074  0.314
12 H -1.967 0.711 1.585  0.290
13 H -2.940 1.227 2.654  0.295
14 H 1.621 2.181 -0.152  0.265
15 H 1.304 -2.039 1.368  0.318
16 H -1.086 -2.019 -0.705  0.308

Forces on the atoms, in the same order (eV/Å):
0.2 0.2 -0.1
-0.1 0.1 -0.3
0.4 0.1 0.0
0.0 0.0 0.2
0.2 -0.1 -0.3
0.2 -0.1 0.2
-0.1 0.1 0.0
0.1 0.1 0.1
0.0 -0.1 0.1
0.0 -0.1 0.1
0.0 0.0 -0.2
-0.2 0.1 -0.2
0.0 0.0 -0.1
0.1 -0.1 0.4
-0.3 -0.2 0.0
-0.4 0.0 0.3

---

Entry 2:
The following is a DFT calculation (ωB97M-V/def2-TZVPD) of BrH14O7 as an isolated structure.

Results
Gap between HOMO and LUMO   9.4 eV
Highest occupied orbital energy   -6.035 eV
ΔE to the lowest compared entry with this formula, charge and spin   203.20 kcal/mol
Net charge   -1
Calculated total energy   -84598.015 eV
LUMO   3.409 eV

Last column: Mulliken charge in e.
Positions of all 22 atoms, in Å:
1 Br 0.434 0.297 -0.009  -0.958
2 O -1.694 -0.775 1.126  -0.749
3 O 2.527 1.018 -1.907  -0.707
4 O -1.789 1.571 -0.272  -0.724
5 O 0.570 -0.522 2.309  -0.765
6 O -0.709 -1.100 -1.909  -0.740
7 O 0.354 2.602 1.074  -0.819
8 O 0.525 -2.408 -0.223  -0.600
9 H -1.411 -1.554 -1.441  0.389
10 H 2.432 0.579 -2.752  0.326
11 H 1.306 2.662 1.003  0.298
12 H -0.827 -0.431 0.913  0.037
13 H -0.346 -0.493 -1.264  0.413
14 H 0.520 -1.501 -0.530  0.266
15 H -1.002 1.036 -0.167  0.583
16 H -2.162 -0.030 1.502  0.325
17 H 1.880 0.595 -1.342  0.365
18 H 1.287 -2.801 -0.649  0.213
19 H -0.174 -1.117 2.403  0.390
20 H 0.142 1.733 0.734  0.440
21 H -2.502 1.011 0.035  0.301
22 H 0.639 -0.370 1.367  0.715

Forces on the atoms, in the same order (eV/Å):
7.5 1.4 -5.4
-2.9 -1.6 0.7
1.1 0.4 -0.7
-3.0 1.9 -0.4
0.7 -1.0 4.4
-1.6 -0.9 -3.0
0.0 3.1 1.4
0.6 -2.2 0.9
-0.1 -0.2 0.1
0.0 -0.1 -0.2
0.2 -0.1 0.0
-1.0 -0.4 0.4
-1.0 0.0 -1.3
0.4 -1.1 -0.2
-1.7 0.8 -0.6
0.0 0.1 0.4
-0.1 0.0 0.1
0.1 -0.2 -0.1
0.0 -0.3 0.3
-0.1 1.9 1.1
-0.2 0.0 -0.4
1.2 -1.5 2.5

---

Entry 3:
The following is a DFT calculation (ωB97M-V/def2-TZVPD) of a 2-piece molecular cluster, BrH2N overall.

Results
Gap between HOMO and LUMO (alpha / beta)   9.1 / 8.8 eV
Highest occupied orbital energy (alpha / beta)   -9.863 / -9.886 eV
ΔE to the lowest compared entry with this formula, charge and spin   90.24 kcal/mol
Net charge   0
Calculated total energy   -71560.061 eV
LUMO (alpha / beta)   -0.718 / -1.100 eV

Last column: Mulliken charge in e.
Positions of all 4 atoms, in Å:
1 Br 1.607 0.248 0.071  0.057
2 N 0.031 -0.609 0.014  -0.436
3 H -1.239 0.767 0.811  0.079
4 H -0.398 -0.406 -0.896  0.300

Forces on the atoms, in the same order (eV/Å):
0.9 0.4 -0.2
-1.9 0.4 0.7
0.7 -1.0 -0.5
0.3 0.2 0.0

---

Entry 4:
The following is a DFT calculation (ωB97M-V/def2-TZVPD) of an isolated molecule of BrH2NO.

Results
Gap between HOMO and LUMO   9.1 eV
Highest occupied orbital energy   -10.094 eV
SMILES   NOBr
ΔE to the lowest compared entry with this formula, charge and spin   7.57 kcal/mol
Net charge   0
Calculated total energy   -73608.987 eV
LUMO   -0.959 eV

Last column: Mulliken charge in e.
Positions of all 5 atoms, in Å:
1 Br -2.127 0.429 0.031  0.019
2 O -0.560 -0.725 -0.031  -0.262
3 N 0.771 -0.235 0.009  -0.308
4 H 0.907 0.150 -0.932  0.267
5 H 1.009 0.381 0.923  0.284

Forces on the atoms, in the same order (eV/Å):
1.1 -0.1 -0.1
1.0 0.2 0.7
-1.6 0.9 1.6
0.5 0.6 0.9
-1.0 -1.6 -3.2

---

Entry 5:
The following is a DFT calculation (ωB97M-V/def2-TZVPD) of a 2-piece molecular cluster, BrH2PS2 overall.

Results
Gap between HOMO and LUMO (alpha / beta)   7.6 / 6.2 eV
Highest occupied orbital energy (alpha / beta)   -9.269 / -8.313 eV
ΔE to the lowest compared entry with this formula, charge and spin   50.06 kcal/mol
Net charge   0
Calculated total energy   -101032.851 eV
LUMO (alpha / beta)   -1.658 / -2.083 eV

Last column: Mulliken charge in e.
Positions of all 6 atoms, in Å:
1 Br -2.722 0.859 0.012  -0.106
2 S 1.587 1.814 -0.162  -0.298
3 S -0.605 -1.577 -0.343  -0.186
4 P -0.822 0.080 0.851  0.266
5 H 0.245 -2.286 0.664  0.202
6 H 2.318 1.109 -1.022  0.121

Forces on the atoms, in the same order (eV/Å):
0.4 0.0 0.0
-1.0 0.0 0.6
1.4 -1.7 1.5
0.7 0.8 -0.1
-1.5 1.4 -1.8
-0.1 -0.4 -0.2

---

Entry 6:
The following is a DFT calculation (ωB97M-V/def2-TZVPD) of a 2-piece molecular cluster, BrH3NO2P overall.

Results
Gap between HOMO and LUMO   8.9 eV
Highest occupied orbital energy   -9.480 eV
SMILES   [H]/N=P/O.OBr
ΔE to the lowest compared entry with this formula, charge and spin   18.05 kcal/mol
Net charge   0
Calculated total energy   -84963.544 eV
LUMO   -0.546 eV

Last column: Mulliken charge in e.
Positions of all 8 atoms, in Å:
1 Br -2.711 -0.315 -1.349  0.038
2 P 0.217 0.378 1.452  0.356
3 O -0.896 1.475 0.994  -0.430
4 O -1.358 -1.522 -1.347  -0.510
5 N 0.692 -0.375 0.189  -0.521
6 H 1.597 -0.817 0.317  0.242
7 H -0.432 -1.244 -0.820  0.480
8 H -0.783 1.630 0.017  0.346

Forces on the atoms, in the same order (eV/Å):
0.7 0.0 0.2
-0.5 0.8 0.6
1.1 -0.6 -1.0
2.4 -0.2 1.0
0.2 0.3 -0.5
-0.1 -0.4 0.1
-3.2 0.4 -1.3
-0.6 -0.2 0.9